# 1
# C27H65F3IrN5O5P3S2Si4

A structure of composition C27H65F3IrN5O5P3S2Si4 (ωB97M-V with the def2-TZVPD basis set, OMol25).

Last column: Löwdin charge in e.
CARTESIAN COORDINATES (ANGSTROEM)
Ir  0.3405  0.6010  -0.5127  0.506
C  1.5324  -6.4089  -0.4671  -0.090
N  2.0800  -5.1173  -0.8616  -0.294
C  2.6014  -5.0810  -2.2248  -0.093
P  1.5156  -3.7332  -0.1896  0.467
O  2.2514  -2.5488  -0.6501  -0.276
O  -0.0640  -3.6866  -0.6473  -0.266
P  -1.0840  -2.5688  -1.1700  0.497
O  -0.9894  -1.1976  -0.5751  -0.399
N  -2.5072  -3.3203  -0.9046  -0.289
C  -2.6352  -4.6795  -0.3847  -0.081
C  -3.7527  -2.5604  -0.9126  -0.069
N  -0.8733  -2.4981  -2.8055  -0.291
C  0.3827  -1.9225  -3.2985  -0.090
C  -1.3429  -3.6007  -3.6423  -0.077
N  1.3898  -4.0523  1.4178  -0.295
C  2.5260  -3.6989  2.2639  -0.087
C  0.1110  -4.1575  2.1138  -0.072
H  2.2681  -7.1857  -0.6770  0.090
H  0.6153  -6.6494  -1.0175  0.083
H  1.3252  -6.4171  0.6005  0.078
H  3.4011  -5.8165  -2.3191  0.089
H  3.0060  -4.0943  -2.4350  0.073
H  1.8267  -5.3255  -2.9610  0.080
H  -1.7223  -5.2450  -0.5429  0.067
H  -3.4458  -5.1826  -0.9145  0.092
H  -2.8720  -4.6757  0.6827  0.092
H  -3.7042  -1.7553  -1.6366  0.073
H  -3.9808  -2.1405  0.0667  0.080
H  -4.5606  -3.2287  -1.2120  0.093
H  0.7894  -1.2026  -2.5899  0.047
H  0.2044  -1.4226  -4.2528  0.094
H  1.1357  -2.7009  -3.4489  0.082
H  -2.3187  -3.9430  -3.3090  0.079
H  -0.6415  -4.4429  -3.6346  0.084
H  -1.4321  -3.2429  -4.6684  0.093
H  3.4562  -3.8764  1.7250  0.085
H  2.5165  -4.3421  3.1446  0.089
H  2.4934  -2.6562  2.5786  0.060
H  -0.5980  -4.7435  1.5334  0.062
H  -0.3296  -3.1828  2.3344  0.077
H  0.2795  -4.6776  3.0572  0.094
C  6.5930  -0.7418  0.2309  -0.058
C  5.2713  -0.4257  0.8812  -0.253
O  4.4281  0.2218  -0.1120  -0.308
P  3.1868  1.0854  0.3365  -0.013
S  2.2257  1.7057  -1.3243  0.427
S  1.7550  0.1515  1.3694  0.378
O  3.7853  2.2629  1.1996  -0.336
C  4.8718  3.0916  0.6837  -0.240
C  4.4896  4.5417  0.8306  -0.056
H  7.2371  -1.2580  0.9431  0.087
H  7.0965  0.1692  -0.0913  0.082
H  6.4469  -1.3857  -0.6353  0.086
H  5.3927  0.2392  1.7398  0.117
H  4.7540  -1.3246  1.2066  0.107
H  5.0696  2.8274  -0.3566  0.113
H  5.7511  2.8405  1.2759  0.124
H  3.6497  4.7909  0.1833  0.060
H  5.3372  5.1704  0.5558  0.090
H  4.2153  4.7617  1.8619  0.088
F  -3.4733  2.2802  -6.2334  0.155
C  -2.5974  3.1088  -5.6551  -0.590
F  -3.2539  4.2211  -5.2977  0.163
F  -1.6850  3.4537  -6.5735  0.163
C  -1.9355  2.4764  -4.4554  -0.081
C  -0.9497  3.1715  -3.7756  0.032
C  -0.3784  2.5955  -2.6617  -0.170
N  -0.7091  1.3667  -2.2207  -0.091
C  -1.6550  0.7051  -2.8935  -0.127
C  -2.2998  1.2255  -4.0023  0.046
H  -0.6395  4.1610  -4.0823  0.143
H  0.3557  3.1360  -2.0855  0.045
H  -1.8903  -0.2847  -2.5413  0.074
H  -3.0652  0.6453  -4.4967  0.133
C  -4.2542  3.2590  1.6623  -0.204
Si  -3.0352  2.6758  0.3526  0.376
C  -2.7611  4.2160  -0.7033  -0.201
C  -4.0043  1.3975  -0.6300  -0.207
Si  -0.9724  1.7799  1.1653  0.345
Si  -1.5080  0.4469  3.0777  0.358
C  -0.0945  -0.0644  4.2227  -0.230
C  -2.6216  1.4115  4.2478  -0.203
C  -2.4551  -1.1058  2.5735  -0.218
Si  0.1311  3.7038  1.9607  0.346
C  0.9219  4.6194  0.5193  -0.218
C  1.4310  3.3585  3.2679  -0.201
C  -1.1398  4.8461  2.7492  -0.206
H  -5.0947  3.6808  1.0999  0.044
H  -3.8706  4.0406  2.3158  0.021
H  -4.6552  2.4584  2.2787  0.013
H  -3.6352  4.3955  -1.3356  0.040
H  -1.8857  4.1718  -1.3449  -0.011
H  -2.6409  5.0893  -0.0582  0.025
H  -4.6825  1.8715  -1.3445  0.041
H  -4.6042  0.7953  0.0567  0.032
H  -3.3438  0.7227  -1.1617  -0.026
H  0.1459  0.7672  4.8895  0.024
H  0.8313  -0.3816  3.7523  -0.045
H  -0.4559  -0.8851  4.8494  0.034
H  -2.1601  2.3383  4.5934  0.024
H  -2.7668  0.7742  5.1264  0.043
H  -3.6037  1.6439  3.8470  0.005
H  -2.1122  -1.5016  1.6180  -0.019
H  -3.5195  -0.8739  2.4818  0.030
H  -2.3504  -1.8775  3.3402  0.030
H  1.6785  3.9905  0.0467  -0.043
H  1.4088  5.5362  0.8628  0.041
H  0.1811  4.8970  -0.2341  0.019
H  2.2821  2.8105  2.8682  -0.007
H  1.0169  2.7805  4.0964  0.018
H  1.7898  4.3098  3.6723  0.039
H  -1.8661  5.2238  2.0297  0.007
H  -0.6135  5.7084  3.1687  0.040
H  -1.6855  4.3641  3.5622  0.019

Forces on the atoms, in the same order (eV/Å):
-0.1 0.0 -0.4
0.1 0.0 0.0
0.0 -0.1 -0.1
0.0 0.0 0.1
0.1 -0.1 -0.1
-0.1 0.0 0.1
0.0 0.4 0.3
0.0 -0.3 -0.3
0.2 -0.1 0.3
0.1 0.0 0.2
0.0 0.0 0.0
0.0 0.0 0.0
0.0 0.1 0.0
-0.1 0.0 -0.1
0.0 0.0 0.0
-0.3 0.2 -0.1
0.1 -0.1 -0.1
0.1 0.0 0.0
0.0 0.0 0.0
0.0 0.0 0.0
0.0 0.0 0.0
0.0 0.0 0.0
0.0 0.0 0.0
0.0 0.0 0.0
0.0 0.0 0.0
0.0 0.0 0.0
0.0 0.0 0.0
0.0 0.2 -0.1
0.0 0.0 0.1
0.0 0.0 0.0
0.0 0.0 0.0
0.0 0.0 0.0
0.0 0.0 0.0
0.0 0.0 0.0
0.0 0.0 0.0
0.0 0.0 0.0
0.0 0.0 0.0
0.0 0.0 0.0
0.0 0.1 0.0
0.0 0.0 0.0
0.0 0.1 0.0
0.0 0.0 0.0
0.0 0.0 0.0
0.0 0.0 0.0
-0.1 0.1 0.0
0.0 -0.2 0.0
-0.1 0.1 0.3
-0.1 -0.2 -0.2
0.0 0.0 0.0
0.0 0.0 0.0
0.0 0.0 0.0
0.0 0.0 0.0
0.0 0.0 0.0
0.0 0.0 0.0
0.0 0.0 0.0
-0.1 -0.1 0.0
0.0 0.0 0.0
0.0 0.0 0.0
0.1 0.0 0.0
0.0 0.0 0.0
0.0 0.0 0.0
0.0 0.0 0.0
0.0 0.0 0.0
0.0 0.0 0.0
0.0 0.0 0.0
0.0 0.0 0.0
0.0 0.0 0.1
-0.1 0.0 0.0
0.1 0.0 0.1
0.1 -0.1 -0.1
0.0 -0.1 0.0
0.0 0.0 0.0
0.0 0.0 0.0
0.0 0.0 0.0
0.0 0.0 0.0
0.0 0.0 0.0
-0.1 0.0 0.0
0.1 0.0 0.0
0.0 -0.1 0.1
0.1 0.0 -0.1
0.0 0.0 0.0
0.0 0.0 0.0
0.0 0.0 0.0
0.0 0.0 -0.1
0.0 0.1 0.0
0.0 0.0 0.0
0.0 0.0 0.0
0.0 0.0 0.0
0.0 0.0 0.0
0.0 0.0 0.0
0.0 -0.1 0.0
0.0 0.0 0.0
0.0 0.0 -0.1
0.0 0.0 0.0
0.0 0.0 0.0
0.0 0.0 0.0
0.0 -0.2 -0.1
0.0 0.0 0.0
0.0 -0.1 0.0
0.0 0.0 0.0
0.0 0.0 0.0
0.0 0.0 0.0
0.0 0.0 0.0
0.0 -0.1 0.0
0.0 0.0 0.0
0.0 0.0 0.0
-0.1 0.1 0.0
0.0 0.0 0.0
0.0 0.0 0.0
0.0 0.0 0.0
0.0 0.0 0.0
0.0 0.0 0.0
0.0 0.0 0.0
0.0 0.0 0.0
0.0 0.0 0.0

Results
Energy relative to the best compared isomer or geometry (same formula, charge and spin) ... 0.0 kJ/mol
HOMO level ... -10.098 eV
Kohn-Sham gap ... 7.1959 eV
2S+1 ... 1
Energy ... -5100.35346 hartree
E_LUMO ... -2.902 eV
Charge ... +1
F_max ... 0.5 eV Å⁻¹

***

# 2
# C27H65N3O7

A cluster of 7 separate species, C27H65N3O7 in total at a distorted geometry (ωB97M-V with the def2-TZVPD basis set, OMol25).

Last column: Löwdin charge in e.
CARTESIAN COORDINATES (ANGSTROEM)
C  7.2234  0.4926  -1.1922  -0.054
C  5.9119  0.2567  -1.8919  -0.503
C  6.1561  0.1625  -3.4199  -0.023
C  5.3422  -1.0925  -1.3391  -0.161
C  3.8977  -1.3758  -1.3357  -0.198
C  3.1615  -0.1597  -0.8123  -0.138
C  3.5207  1.1207  -1.6323  -0.494
C  3.0895  1.1822  -3.1130  0.000
C  2.7028  2.2194  -0.8799  -0.032
N  4.9387  1.2873  -1.4097  -0.117
O  5.4110  2.5297  -1.8134  0.002
H  6.9944  0.7089  -0.1254  0.101
H  7.9219  -0.3394  -1.2923  0.088
H  7.6098  1.3982  -1.7032  0.090
H  6.3042  1.1943  -3.8449  0.106
H  7.0530  -0.5043  -3.5290  0.099
H  5.4076  -0.3674  -3.9057  0.033
H  5.9237  -1.8271  -1.8595  0.108
H  5.7449  -1.2480  -0.3302  0.119
H  3.6053  -1.6691  -2.3512  0.118
H  3.6209  -2.2092  -0.6758  0.115
H  3.5201  -0.0315  0.2395  0.138
H  2.0968  -0.3302  -0.8278  0.088
H  3.5433  0.4936  -3.7584  0.046
H  3.2125  2.2144  -3.3927  0.082
H  2.0457  0.9869  -3.1661  0.073
H  1.6492  1.8858  -0.8782  0.075
H  2.8114  3.1548  -1.4154  0.072
H  3.1026  2.2795  0.1516  0.095
H  5.4921  3.0072  -1.0319  0.074
C  -3.4218  -2.9168  3.8475  -0.036
C  -2.2873  -1.9942  3.3475  -0.500
C  -2.9056  -0.5716  3.1959  -0.019
C  -1.1236  -1.9416  4.3295  -0.182
C  0.1368  -1.2456  3.9810  -0.182
C  0.5828  -1.9739  2.6658  -0.125
C  -0.4866  -1.9434  1.5944  -0.486
C  -0.6269  -0.5045  1.0319  -0.008
C  -0.0027  -2.8086  0.4312  -0.033
N  -1.7223  -2.6148  2.1397  -0.046
O  -2.7484  -2.5993  1.1658  -0.061
H  -4.0898  -3.2836  3.0619  0.077
H  -4.0147  -2.4002  4.6445  0.087
H  -3.0557  -3.8753  4.3510  0.100
H  -2.2172  0.2392  3.3929  0.065
H  -3.7393  -0.4113  3.8802  0.084
H  -3.2714  -0.4463  2.1828  0.055
H  -1.3851  -1.5594  5.3854  0.152
H  -0.8416  -3.0110  4.4707  0.127
H  0.8505  -1.3093  4.8417  0.126
H  0.0613  -0.1766  3.8976  0.089
H  0.9114  -2.9848  2.8959  0.126
H  1.3952  -1.4044  2.2380  0.108
H  -1.5128  -0.3966  0.4631  0.042
H  -0.5382  0.2748  1.7938  0.070
H  0.2058  -0.2594  0.3339  0.084
H  -0.5948  -2.6970  -0.4819  0.068
H  1.0720  -2.6137  0.2619  0.088
H  -0.1132  -3.8445  0.6998  0.086
H  -2.8996  -1.7480  0.7377  0.065
C  -1.7244  3.4684  2.6789  -0.068
C  -2.2933  3.5851  1.3378  -0.526
C  -3.1608  4.8498  1.2849  -0.025
C  -1.1306  3.6047  0.3465  -0.143
C  -1.5200  3.4019  -1.0869  -0.159
C  -2.4860  2.2202  -1.1875  -0.128
C  -3.7098  2.1831  -0.3005  -0.512
C  -4.7807  3.2186  -0.7354  -0.041
C  -4.4415  0.8714  -0.3683  -0.027
N  -3.1495  2.3231  1.0900  -0.013
O  -4.3410  2.3785  1.9572  -0.056
H  -0.9342  4.2052  2.9599  0.113
H  -2.5146  3.4973  3.4607  0.104
H  -1.3044  2.4917  2.7155  0.055
H  -4.0668  4.6010  1.8489  0.082
H  -2.5682  5.5096  1.9678  0.097
H  -3.4278  5.2630  0.3131  0.062
H  -0.6535  4.5438  0.4938  0.118
H  -0.4403  2.8751  0.6719  0.094
H  -2.0090  4.3125  -1.4368  0.108
H  -0.6678  3.3363  -1.7245  0.098
H  -1.8836  1.3583  -1.0062  0.096
H  -2.7998  2.1376  -2.2314  0.128
H  -4.4658  4.3030  -1.0301  0.098
H  -5.5249  3.3403  0.0650  0.082
H  -5.3881  2.9004  -1.5801  0.076
H  -4.5811  0.7022  -1.4092  0.085
H  -5.3693  0.8795  0.1953  0.102
H  -3.7891  0.0930  -0.1298  0.041
H  -4.2509  1.5821  2.4813  0.064
O  0.1941  -2.9306  -2.9446  -0.056
H  -0.3759  -2.5546  -3.5920  0.034
H  -0.4028  -3.6647  -2.6601  0.037
O  1.1947  -5.4890  -3.5609  -0.092
H  2.1196  -5.5290  -3.8985  0.061
H  0.9037  -4.5558  -3.6148  -0.008
O  -1.6827  -5.2012  -3.6786  -0.038
H  -1.0661  -5.9671  -3.6168  0.061
H  -1.6599  -4.9163  -4.5639  0.021
O  -3.7456  -3.5912  -1.4585  -0.063
H  -3.3813  -3.6341  -0.5495  0.016
H  -3.3534  -4.4017  -1.7485  -0.004

Forces on the atoms, in the same order (eV/Å):
-0.1 1.5 0.1
-2.2 -1.2 0.5
1.9 1.0 1.2
2.4 0.0 0.7
-1.2 -0.2 -0.5
0.8 0.0 -0.7
-1.1 -0.3 0.9
-0.4 0.5 1.8
0.8 -0.7 -0.2
1.2 -0.9 0.6
-0.3 0.0 -2.8
0.5 -0.1 -0.6
-0.1 0.1 0.0
0.4 -0.5 0.7
0.0 -1.2 0.2
-0.4 1.0 -0.1
-1.6 -0.6 -1.0
0.1 -0.8 -0.7
-0.2 0.5 0.2
-0.4 0.2 0.1
0.4 -0.1 -0.3
-0.5 0.3 -0.7
-0.4 0.0 0.0
0.9 -0.7 -0.9
0.4 0.3 -0.6
-1.1 -0.2 0.0
0.4 0.4 0.1
-0.2 0.4 0.2
-0.4 0.2 -0.5
0.3 1.3 2.1
0.1 -1.2 1.6
-0.5 0.7 0.9
0.1 -0.2 -0.4
-0.7 -1.0 3.4
1.1 -0.8 -0.8
0.4 1.6 1.1
-0.2 -0.3 -0.7
1.4 0.1 0.6
0.2 -0.2 0.0
0.0 1.8 -0.6
-0.3 -1.4 -0.7
0.1 0.5 0.0
0.4 -0.4 -0.8
0.0 1.2 -0.7
0.4 0.1 -0.1
0.0 -0.3 0.0
-0.2 0.2 -0.1
-0.5 -0.7 -1.5
-0.2 0.5 0.2
-0.3 -0.6 -0.9
-0.4 0.6 -0.6
0.0 -0.1 0.0
0.7 -0.1 -0.2
-1.0 0.4 -0.5
-0.5 -0.1 0.0
-0.4 -0.6 0.3
0.3 0.4 0.1
-0.6 0.0 -0.3
0.1 -0.6 0.3
0.4 0.5 0.3
0.0 0.1 2.5
-2.0 -0.2 -2.0
0.6 0.1 1.5
-1.0 0.1 0.1
-1.7 0.8 0.6
0.5 0.1 -1.6
0.2 1.6 0.8
-0.1 2.4 0.1
0.1 0.7 -0.6
-0.6 0.7 -0.1
1.0 0.4 -0.4
-0.7 -0.4 -0.5
0.4 0.1 -0.4
0.7 -0.9 0.4
0.0 0.3 -0.3
-0.8 0.4 -1.0
0.4 0.1 0.3
0.5 1.0 0.1
0.9 -1.1 0.2
-0.3 0.1 0.0
0.7 -0.6 -0.5
0.3 -1.0 0.3
-0.2 -0.1 0.0
-0.1 -2.1 0.6
0.4 0.0 0.0
0.3 -0.5 -0.2
-0.9 -0.2 -1.0
0.1 -0.2 -0.1
1.0 -1.5 1.1
0.1 -0.3 0.2
-0.3 -1.4 0.8
-0.5 1.0 -1.0
0.5 0.5 0.2
0.8 0.0 -0.5
-1.2 0.2 0.4
0.6 -0.3 0.0
0.4 -1.2 2.1
-0.4 0.9 -0.2
0.1 0.4 -1.8
0.4 0.2 1.3
-0.5 0.7 -0.1
0.2 -0.9 -1.2

Results
Energy relative to the best compared isomer or geometry (same formula, charge and spin) ... 177.2 kJ/mol
HOMO level ... -8.471 eV
Kohn-Sham gap ... 8.7543 eV
Structure (SMILES) ... CC1(C)CCCC(C)(C)N1O.CC1(C)CCCC(C)(C)N1O.CC1(C)CCCC(C)(C)N1O.O.O.O.O
2S+1 ... 1
Energy ... -1758.50882 hartree
E_LUMO ... 0.283 eV
Charge ... 0
F_max ... 3.6 eV Å⁻¹